Entry from the Open Molecules 2025 dataset: an isolated molecule of C3H6O3S (the ωB97M-V functional and the def2-TZVPD basis).

Values from the calculation:
- Strongest force on any atom: 0.1042 Eh/bohr
- Charge: 0
- 2S+1: 1
- Highest occupied orbital energy: -10.824 eV
- E_LUMO: -0.0237 hartree

Each atom is followed by the atoms it is bonded to, with distances in Å.
Cartesian coordinates (Å):
1 C 0.72517 -1.23346 0.06196  C2 1.358, S7 2.175, H8 1.104, H9 1.128
2 C -0.01714 -0.25398 -0.51512  C1 1.358, C3 1.462, H10 1.032
3 C -0.72287 0.89205 0.05708  C2 1.462, H11 1.091, H12 1.213, H13 1.128
4 O 3.24143 -0.98333 0.10374  S7 1.422
5 O 2.19960 0.86819 1.20505  S7 1.391
6 O 2.37414 0.86270 -1.21538  S7 1.427
7 S 2.39671 0.15788 0.02559  C1 2.175, O4 1.422, O5 1.391, O6 1.427
8 H 0.50472 -1.35646 1.13698  C1 1.104
9 H 1.06949 -2.04499 -0.64165  C1 1.128
10 H -0.06081 -0.06626 -1.52902  C2 1.032
11 H -0.90089 1.81553 -0.49548  C3 1.091
12 H -0.15110 1.21135 1.07806  C3 1.213
13 H -1.67400 0.50395 0.52240  C3 1.128